[1]
The following is a quantum chemistry calculation of a structure of composition C3H4N2O3 in a non-equilibrium geometry, from OMol25.

```
! RIJCOSX wB97M-V def2-TZVPD def2/J DEFGRID3
* xyz 0 1
C 1.27 -0.06 -0.28
C 0.56 -1.14 0.41
C -0.77 0.73 0.07
H 3.06 -0.67 0.58
H 0.90 -2.18 0.78
H -2.74 -0.45 -0.46
H -1.19 2.40 -0.21
N -0.87 -0.65 0.63
N -1.65 1.53 0.29
O 2.53 0.09 -0.13
O -1.67 -1.51 -0.61
O 0.55 1.12 -0.31
*
```

Calculated values
E_LUMO: -0.0205 Eh
energy above the lowest of the compared OMol25 structures with the same formula, charge and spin: 900.1 kJ/mol
calculated total energy: -451.63691 a.u.
orbital gap: 8.00 eV

Need the Mulliken charges? In units of e they are:
1. C 0.5612
2. C -0.4252
3. C 0.5831
4. H 0.4298
5. H 0.3026
6. H 0.3913
7. H 0.3096
8. N -0.2469
9. N -0.5319
10. O -0.5580
11. O -0.5017
12. O -0.3138

***

[2]
The following is a quantum chemistry calculation of an isolated molecule of C3H4N2O3 in a non-equilibrium geometry, from OMol25.

```
! RIJCOSX wB97M-V def2-TZVPD def2/J DEFGRID3
* xyz 0 1
C -0.47 -1.60 -0.21
N 0.29 -0.39 -0.08
C 1.40 0.21 -0.77
O 2.54 -0.02 -0.97
N 0.32 0.96 -1.00
C -0.48 1.16 0.35
O -1.68 1.10 0.40
O 0.30 1.91 1.17
H -0.14 -2.14 -1.10
H -1.53 -1.35 -0.24
H -0.27 -2.21 0.68
H -0.29 2.39 1.76
*
```

Calculated values
E_LUMO: 0.0162 Eh
structure (SMILES): C[N@@+]12C(=O)N1[C@]2([O-])O
energy above the lowest of the compared OMol25 structures with the same formula, charge and spin: 402.2 kJ/mol
calculated total energy: -451.82657 a.u.
orbital gap: 10.81 eV

Need the Mulliken charges? In units of e they are:
1. C -0.7607
2. N -0.0948
3. C 0.6206
4. O -0.4560
5. N -0.4612
6. C 0.9403
7. O -0.5660
8. O -0.4738
9. H 0.3106
10. H 0.3050
11. H 0.2742
12. H 0.3618

***

[3]
The following is a quantum chemistry calculation of an isolated molecule of C3H4N2OS in a non-equilibrium geometry, from OMol25.

```
! RIJCOSX wB97M-V def2-TZVPD def2/J DEFGRID3
* xyz 0 1
O 0.91 -0.11 -2.08
C 1.28 -0.34 -0.76
C 0.20 -0.01 0.16
N -1.14 -0.39 -0.15
N -2.00 0.02 0.71
C -1.57 0.77 1.64
S 0.16 1.03 1.53
H 0.53 -0.90 -2.52
H 2.21 0.36 -0.66
H 1.49 -1.39 -0.48
H -2.07 0.96 2.61
*
```

Calculated values
E_LUMO: 0.0149 Eh
structure (SMILES): OCc1nncs1
energy above the lowest of the compared OMol25 structures with the same formula, charge and spin: 221.6 kJ/mol
calculated total energy: -699.58771 a.u.
orbital gap: 10.05 eV

Need the Mulliken charges? In units of e they are:
1. O -0.5113
2. C -0.1723
3. C 0.3145
4. N -0.2612
5. N -0.3675
6. C -0.0927
7. S -0.1059
8. H 0.3300
9. H 0.2680
10. H 0.2190
11. H 0.3794